ORCA calculation (ωB97M-V/def2-TZVPD) on a cluster of 11 separate species, C75H177N11O19 in total in a non-equilibrium geometry.

Its energy above the lowest of the compared OMol25 structures with the same formula, charge and spin is 2.476 eV. For the frontier orbital gap, the calculation gives 0.3124 hartree. The SMILES is CC1(C)CCCC(C)(C)N1O.CC1(C)CCCC(C)(C)N1O.CC1(C)CCCC(C)(C)N1O.COCCNCCOC.COCCNCCOC.COCCNCCOC.COCCNCCOC.COCCNCCOC.COCCNCCOC.COCCNCCOC.COCCNCCOC. The total charge is 0.

The geometry in XYZ format:
```
282
C75H177N11O19, DFT ωB97M-V/def2-TZVPD
C -4.27 -1.92 -0.44
C -5.30 -0.94 -1.03
C -5.12 -1.02 -2.56
C -6.78 -1.30 -0.66
C -7.20 -0.89 0.71
C -6.95 0.60 0.82
C -5.53 1.00 0.65
C -5.52 2.55 0.67
C -4.60 0.50 1.75
N -5.22 0.54 -0.73
O -3.86 1.08 -1.06
H -3.25 -1.63 -0.77
H -4.35 -1.95 0.65
H -4.45 -2.96 -0.84
H -5.19 -2.02 -2.94
H -5.81 -0.41 -3.19
H -4.17 -0.58 -2.91
H -7.43 -0.89 -1.47
H -6.89 -2.41 -0.74
H -8.28 -1.09 0.96
H -6.68 -1.46 1.50
H -7.31 1.06 1.74
H -7.48 1.13 0.05
H -6.22 2.90 -0.09
H -4.52 3.02 0.57
H -5.92 2.81 1.68
H -4.39 1.31 2.46
H -3.66 0.31 1.37
H -4.94 -0.41 2.15
H -3.99 1.82 -1.70
C -0.77 -0.92 0.71
C 0.19 0.26 0.84
C 0.01 0.81 2.27
C 1.59 -0.20 0.71
C 2.03 -0.38 -0.77
C 1.77 0.93 -1.59
C 0.28 1.33 -1.51
C 0.14 2.75 -2.09
C -0.57 0.43 -2.41
N -0.04 1.40 -0.09
O -1.37 1.89 0.15
H -0.36 -1.80 1.37
H -1.77 -0.62 1.02
H -0.82 -1.44 -0.27
H -1.03 1.12 2.35
H 0.17 -0.02 3.03
H 0.73 1.63 2.40
H 2.24 0.59 0.98
H 1.74 -1.08 1.38
H 3.05 -0.68 -0.74
H 1.53 -1.20 -1.31
H 2.07 0.74 -2.63
H 2.29 1.74 -1.09
H -0.92 3.05 -2.13
H 0.47 2.63 -3.08
H 0.68 3.48 -1.49
H -0.40 0.69 -3.43
H -1.64 0.46 -2.14
H -0.28 -0.62 -2.24
H -1.91 1.54 -0.55
C -0.86 -5.15 -2.30
C 0.42 -5.12 -3.12
C 1.65 -5.20 -2.29
C 0.44 -6.39 -4.13
C -0.53 -6.17 -5.25
C -0.23 -4.92 -6.06
C -0.35 -3.66 -5.11
C 0.29 -2.51 -5.89
C -1.74 -3.17 -4.83
N 0.58 -3.95 -3.97
O 0.81 -2.81 -3.11
H -0.77 -5.94 -1.61
H -1.02 -4.13 -1.89
H -1.66 -5.58 -2.87
H 2.47 -4.78 -2.83
H 1.47 -4.56 -1.39
H 1.92 -6.19 -1.95
H 1.45 -6.56 -4.55
H 0.25 -7.20 -3.47
H -0.57 -7.10 -5.79
H -1.53 -6.06 -4.73
H -0.91 -4.81 -6.93
H 0.76 -4.89 -6.46
H -0.28 -2.40 -6.81
H 1.28 -2.67 -6.14
H 0.19 -1.59 -5.28
H -2.38 -3.14 -5.71
H -1.63 -2.25 -4.27
H -2.20 -3.84 -4.14
H 1.68 -2.47 -3.37
C -3.41 -4.32 2.31
O -3.11 -3.69 3.50
C -1.74 -3.34 3.75
C -1.71 -2.05 4.56
N -2.19 -2.34 5.97
C -2.39 -1.23 6.86
C -3.38 -0.20 6.49
O -4.54 -0.90 5.98
C -5.69 -0.10 5.78
H -4.50 -4.45 2.33
H -2.88 -5.32 2.23
H -3.19 -3.70 1.37
H -1.18 -3.06 2.82
H -1.13 -4.10 4.20
H -2.22 -1.28 4.02
H -0.70 -1.75 4.64
H -3.09 -2.82 5.87
H -1.50 -0.68 7.14
H -2.73 -1.75 7.80
H -3.04 0.61 5.78
H -3.63 0.29 7.40
H -6.28 0.06 6.68
H -6.31 -0.48 4.99
H -5.44 0.95 5.42
C 0.74 1.20 6.14
O 0.81 2.39 6.91
C 1.38 2.29 8.23
C 0.73 3.32 9.11
N 1.05 4.71 8.73
C 0.19 5.65 9.44
C 0.43 7.07 9.06
O 0.41 7.07 7.55
C 0.46 8.43 7.08
H 0.41 0.37 6.80
H 1.83 0.96 5.86
H 0.13 1.28 5.23
H 2.49 2.56 8.13
H 1.36 1.30 8.63
H 1.19 3.10 10.12
H -0.31 3.14 9.25
H 0.86 4.83 7.72
H 0.46 5.54 10.49
H -0.85 5.34 9.30
H 1.39 7.41 9.34
H -0.36 7.77 9.31
H -0.37 8.98 7.64
H 0.26 8.46 6.04
H 1.37 8.93 7.35
C -5.05 3.84 -2.60
O -4.49 3.38 -3.78
C -3.54 4.25 -4.32
C -3.37 3.95 -5.77
N -2.75 2.58 -5.94
C -1.32 2.55 -5.70
C -0.65 1.39 -6.50
O 0.72 1.44 -6.28
C 1.47 0.81 -7.25
H -5.74 4.64 -2.80
H -4.25 4.23 -1.93
H -5.57 2.95 -2.20
H -2.56 4.05 -3.87
H -3.81 5.27 -4.17
H -2.78 4.73 -6.27
H -4.32 3.97 -6.34
H -3.32 1.85 -5.49
H -1.14 2.48 -4.61
H -0.78 3.47 -5.99
H -1.07 1.58 -7.48
H -1.03 0.40 -6.06
H 1.14 0.95 -8.25
H 1.46 -0.28 -7.11
H 2.52 1.16 -7.20
C 4.26 -4.06 6.66
O 4.32 -2.73 6.06
C 3.76 -1.57 6.78
C 4.49 -0.38 6.31
N 4.21 -0.20 4.95
C 5.02 0.91 4.40
C 4.85 0.95 2.92
O 5.52 -0.22 2.36
C 4.89 -0.79 1.24
H 5.20 -4.59 6.34
H 3.43 -4.66 6.29
H 4.25 -4.05 7.74
H 3.82 -1.71 7.86
H 2.66 -1.51 6.49
H 5.57 -0.48 6.43
H 4.30 0.50 6.94
H 4.29 -1.08 4.39
H 6.04 0.78 4.72
H 4.61 1.80 4.94
H 5.22 1.90 2.53
H 3.77 0.95 2.77
H 5.46 -1.66 0.96
H 4.72 -0.03 0.46
H 3.94 -1.09 1.66
C -3.90 7.71 -1.15
O -2.96 6.64 -0.99
C -1.81 7.03 -0.29
C -1.22 5.64 0.24
N -1.24 5.61 1.68
C -0.30 4.59 2.28
C -0.26 4.65 3.80
O -1.62 4.43 4.22
C -1.72 4.54 5.69
H -4.65 7.32 -1.78
H -3.45 8.61 -1.50
H -4.44 7.91 -0.23
H -2.04 7.65 0.57
H -1.14 7.58 -1.00
H -0.19 5.58 -0.06
H -1.59 4.79 -0.37
H -2.19 5.64 2.08
H 0.71 4.88 2.04
H -0.52 3.55 1.86
H 0.08 5.71 4.03
H 0.52 3.90 4.21
H -1.01 3.92 6.24
H -2.70 4.03 5.92
H -1.60 5.53 6.03
C 4.99 1.64 -3.18
O 4.17 2.75 -3.04
C 3.80 3.28 -4.31
C 2.84 4.47 -4.14
N 3.58 5.69 -4.00
C 2.88 6.66 -3.21
C 1.55 7.20 -3.61
O 0.52 6.23 -3.36
C -0.74 6.79 -3.66
H 4.69 0.95 -3.93
H 5.04 1.07 -2.23
H 6.02 2.03 -3.35
H 3.30 2.43 -4.85
H 4.68 3.68 -4.79
H 2.10 4.20 -3.38
H 2.25 4.45 -5.04
H 4.15 5.95 -4.77
H 3.51 7.55 -3.12
H 2.69 6.26 -2.18
H 1.55 7.52 -4.68
H 1.36 8.06 -2.99
H -1.48 6.16 -3.14
H -0.88 6.96 -4.78
H -0.80 7.81 -3.25
C 2.39 -2.04 3.50
O 1.22 -2.65 2.94
C 1.50 -3.74 2.06
C 1.70 -5.03 2.81
N 2.09 -6.01 1.75
C 0.90 -6.84 1.48
C 0.88 -7.92 0.41
O 1.96 -8.84 0.53
C 2.02 -9.58 -0.68
H 2.07 -1.84 4.54
H 2.70 -1.09 3.08
H 3.25 -2.75 3.39
H 2.43 -3.59 1.45
H 0.66 -3.87 1.42
H 0.82 -5.42 3.31
H 2.54 -5.04 3.55
H 2.79 -6.63 2.24
H 0.05 -6.20 1.14
H 0.43 -7.28 2.42
H 1.14 -7.37 -0.54
H -0.07 -8.48 0.42
H 1.00 -9.91 -0.92
H 2.75 -10.36 -0.48
H 2.40 -8.96 -1.52
C 3.83 -6.62 -9.92
O 3.82 -6.77 -8.55
C 3.91 -5.57 -7.79
C 3.41 -5.76 -6.36
N 3.28 -4.37 -5.86
C 4.47 -3.69 -5.45
C 4.21 -2.34 -4.86
O 3.48 -2.48 -3.57
C 4.37 -2.74 -2.45
H 4.01 -7.62 -10.48
H 4.68 -5.97 -10.24
H 2.87 -6.18 -10.14
H 3.40 -4.76 -8.39
H 4.94 -5.31 -7.75
H 4.15 -6.34 -5.78
H 2.51 -6.39 -6.40
H 2.51 -4.27 -5.17
H 5.26 -3.65 -6.22
H 4.87 -4.29 -4.60
H 3.58 -1.64 -5.40
H 5.16 -1.77 -4.68
H 5.26 -3.37 -2.72
H 3.79 -3.22 -1.71
H 4.77 -1.85 -2.01
```

Atom charges from the Löwdin analysis, given in e for atoms 1 to 5: -0.03 -0.48 -0.05 -0.14 -0.19